{"formula": "C3H2N4O", "method": "ωB97M-V with the def2-TZVPD basis set", "species": ["N", "C", "N", "H", "C", "N", "C", "H", "N", "O"], "xyz": [[-0.68, -0.45, 1.27], [-0.28, 1.39, -0.08], [-0.56, 0.75, 1.16], [-0.89, 2.23, -0.42], [1.26, -0.18, -0.54], [0.37, -1.22, -0.84], [-0.59, -1.21, 0.00], [-1.41, -1.89, 0.09], [0.58, 0.97, -0.94], [2.20, -0.39, 0.30]], "mol_weight_g_mol": 110.08, "max_force_ev_per_a": 5.5, "smiles": "O=c1ncnncn1", "multiplicity": 1, "relative_energy_ev": 2.011}

***

{"formula": "C3H2N4O", "method": "ωB97M-V with the def2-TZVPD basis set", "species": ["H", "C", "N", "O", "N", "C", "C", "N", "N", "H"], "xyz": [[0.30, 2.12, -1.04], [-0.86, -0.93, 0.66], [0.86, -1.33, -0.55], [-1.60, 1.29, 0.30], [1.71, 0.65, -0.66], [0.53, 1.15, -0.62], [-0.69, 0.54, 0.16], [-0.12, -1.89, 0.34], [1.58, -0.56, 0.10], [-1.71, -1.03, 1.30]], "mol_weight_g_mol": 110.08, "max_force_ev_per_a": 1.6, "smiles": "O=c1cnnnnc1", "multiplicity": 1, "relative_energy_ev": 3.451}

***

{"formula": "C3H2N4O", "method": "ωB97M-V with the def2-TZVPD basis set", "species": ["N", "C", "C", "N", "H", "N", "N", "H", "C", "O"], "xyz": [[0.82, 1.03, -1.14], [-0.02, 0.06, -0.88], [-0.97, -1.24, 0.66], [0.76, 0.65, 1.05], [-1.00, -1.72, 1.58], [0.06, -0.33, 0.41], [-1.69, -1.47, -0.46], [1.88, 2.29, 0.15], [1.16, 1.46, 0.12], [-0.99, -0.73, -1.50]], "mol_weight_g_mol": 110.08, "max_force_ev_per_a": 4.1, "smiles": "c1nc2oncn2n1", "multiplicity": 1, "relative_energy_ev": 1.272}

***

{"formula": "C3H2N4O", "method": "ωB97M-V with the def2-TZVPD basis set", "species": ["N", "C", "H", "C", "N", "C", "N", "H", "O", "N"], "xyz": [[1.33, 1.20, 0.19], [-2.01, -0.12, -0.12], [1.89, -2.02, -0.36], [2.05, 0.14, -0.03], [-3.20, -0.10, -0.07], [-0.56, 0.09, 0.12], [1.41, -1.07, -0.60], [3.02, 0.32, 0.29], [0.27, -0.92, 0.67], [-0.11, 1.16, -0.26]], "mol_weight_g_mol": 110.08, "max_force_ev_per_a": 5.2, "multiplicity": 1, "relative_energy_ev": 4.239}